#w
Density functional theory data (ωB97M-V with the def2-TZVPD basis set) for C4H10N4O in the gas phase.

Its total charge is 0. The calculation puts the gap between HOMO and LUMO at 9.144 eV. As for the SMILES: [H]/N=C(/N)[C@H](C)/C(O)=N/N. The value obtained for the LUMO energy is 0.533 eV.

Atoms and positions in Å:
H (-2.70, 1.12, 1.07)
N (-2.56, 0.11, 0.99)
C (-1.52, -0.24, 0.37)
N (-1.28, -1.55, 0.12)
C (-0.47, 0.71, -0.23)
C (-0.48, 0.58, -1.76)
C (0.90, 0.41, 0.32)
O (1.58, 1.41, 0.96)
N (1.38, -0.75, 0.19)
N (2.66, -1.04, 0.59)
H (-1.86, -2.20, 0.62)
H (-0.31, -1.79, -0.05)
H (-0.75, 1.73, 0.05)
H (-1.48, 0.77, -2.14)
H (0.21, 1.31, -2.20)
H (-0.17, -0.41, -2.05)
H (1.06, 2.22, 0.98)
H (2.73, -2.00, 0.88)
H (3.05, -0.39, 1.27)

#x
Density functional theory data (ωB97M-V with the def2-TZVPD basis set) for C4H10N4O in the gas phase.

Its total charge is 0. The calculation puts the gap between HOMO and LUMO at 10.268 eV. As for the SMILES: C/N=N/N(C)C(=O)NC. The value obtained for the LUMO energy is 0.854 eV.

Atoms and positions in Å:
C (-2.77, -2.03, -0.58)
N (-1.66, -1.12, -0.84)
N (-0.90, -1.09, 0.14)
N (0.16, -0.25, -0.02)
C (0.39, 0.35, -1.32)
C (1.14, -0.35, 0.99)
O (1.28, -1.33, 1.69)
N (1.94, 0.78, 1.12)
C (1.49, 2.15, 0.93)
H (-2.76, -2.79, -1.36)
H (-3.70, -1.48, -0.66)
H (-2.68, -2.51, 0.40)
H (1.39, 0.79, -1.33)
H (0.32, -0.41, -2.10)
H (-0.35, 1.12, -1.54)
H (2.65, 0.63, 1.81)
H (1.98, 2.65, 0.08)
H (1.68, 2.74, 1.84)
H (0.41, 2.15, 0.75)

#y
Density functional theory data (ωB97M-V with the def2-TZVPD basis set) for a molecular structure, C4H10N4O.

Its total charge is 0. The calculation puts the gap between HOMO and LUMO at 7.521 eV. The value obtained for the LUMO energy is 0.813 eV.

Atoms and positions in Å:
C (-2.05, 1.00, -0.35)
C (0.47, 0.42, 0.62)
C (1.57, -0.17, 0.05)
C (-1.38, -0.23, 0.20)
N (2.71, 0.58, -0.22)
N (1.59, -1.52, -0.27)
N (-1.87, -1.44, -0.31)
O (0.52, 1.80, 0.85)
N (-0.54, -0.34, 1.21)
H (1.19, 2.00, 1.51)
H (3.45, 0.05, -0.67)
H (3.03, 1.12, 0.58)
H (1.95, -1.72, -1.20)
H (0.67, -1.94, -0.13)
H (-1.87, -2.18, 0.38)
H (-2.77, -1.40, -0.77)
H (-3.12, 0.85, -0.51)
H (-1.94, 1.85, 0.32)
H (-1.58, 1.28, -1.30)

#z
Density functional theory data (ωB97M-V with the def2-TZVPD basis set) for C4H10N4O in the gas phase.

Its total charge is 0. The calculation puts the gap between HOMO and LUMO at 8.717 eV. As for the SMILES: C=C(N)NC(=O)N(C)N. The value obtained for the LUMO energy is 0.777 eV.

Atoms and positions in Å:
C (0.51, 1.22, 2.02)
C (0.57, 0.11, 1.28)
N (0.13, -1.10, 1.70)
N (1.66, 0.15, 0.09)
C (1.12, -0.15, -1.10)
O (1.63, -0.26, -2.20)
N (-0.32, -0.25, -0.92)
C (-1.12, 0.89, -1.30)
N (-0.90, -1.53, -0.79)
H (0.20, 1.15, 3.06)
H (0.97, 2.14, 1.71)
H (0.50, -1.88, 1.16)
H (-0.87, -1.27, 1.74)
H (2.56, 0.60, 0.04)
H (-1.85, 1.09, -0.51)
H (-0.50, 1.79, -1.37)
H (-1.61, 0.69, -2.26)
H (-0.77, -1.99, -1.69)
H (-1.90, -1.40, -0.66)

Which is the most stable structure? #w is the most stable.